1.
C38H42N2O2OsPS2Se2 | ωB97M-V/def2-TZVPD

- Kohn-Sham gap (hartree) = 0.2698
- E_LUMO (hartree) = -0.1148
- total charge = +1

Positions of all 90 atoms, in Å:
Os (-0.65, 0.16, 0.72)
C (-1.91, 0.36, 3.68)
N (-1.81, 0.86, 2.30)
C (-2.51, 1.94, 2.01)
C (-2.46, 2.45, 0.73)
C (-2.98, 3.56, 0.06)
C (-2.45, 3.52, -1.21)
C (-1.61, 2.39, -1.28)
N (-1.64, 1.73, -0.13)
C (-1.95, 1.45, 4.73)
C (-2.96, 1.48, 5.68)
C (-2.97, 2.46, 6.66)
C (-1.97, 3.43, 6.69)
C (-0.96, 3.40, 5.73)
C (-0.95, 2.42, 4.76)
H (-1.03, -0.24, 3.86)
H (-2.79, -0.28, 3.78)
H (-3.08, 2.41, 2.80)
H (-3.66, 4.30, 0.47)
H (-2.62, 4.22, -2.02)
H (-1.00, 2.05, -2.10)
H (-3.74, 0.73, 5.66)
H (-3.76, 2.48, 7.40)
H (-1.98, 4.20, 7.45)
H (-0.18, 4.16, 5.75)
H (-0.17, 2.41, 4.00)
C (-2.39, -3.27, 0.31)
Se (-2.23, -1.72, 1.46)
C (-1.14, -2.73, 2.76)
C (0.26, -3.01, 2.28)
Se (1.15, -1.36, 1.73)
C (1.65, -0.66, 3.47)
H (-2.75, -4.08, 0.96)
H (-1.46, -3.52, -0.17)
H (-3.14, -3.06, -0.44)
H (-1.70, -3.65, 2.96)
H (-1.13, -2.16, 3.68)
H (0.28, -3.66, 1.41)
H (0.88, -3.46, 3.06)
H (2.30, -1.41, 3.93)
H (0.80, -0.46, 4.10)
H (2.21, 0.25, 3.29)
S (-4.21, -0.21, -0.91)
P (-2.85, -0.76, -2.19)
S (-0.91, -0.99, -1.38)
C (-2.69, 0.21, -3.72)
C (-3.88, 0.53, -4.38)
C (-3.84, 1.24, -5.57)
C (-2.63, 1.62, -6.11)
C (-1.44, 1.28, -5.48)
C (-1.48, 0.57, -4.28)
C (-3.16, -2.41, -2.90)
C (-2.19, -3.00, -3.71)
C (-2.44, -4.23, -4.30)
C (-3.66, -4.87, -4.09)
C (-4.62, -4.27, -3.29)
C (-4.38, -3.04, -2.69)
H (-4.83, 0.24, -3.95)
H (-4.77, 1.49, -6.07)
H (-2.60, 2.17, -7.04)
H (-0.49, 1.56, -5.91)
H (-0.55, 0.28, -3.80)
H (-1.25, -2.50, -3.89)
H (-1.69, -4.69, -4.93)
H (-3.86, -5.82, -4.55)
H (-5.57, -4.77, -3.13)
H (-5.12, -2.57, -2.06)
C (5.51, 5.66, 0.10)
C (4.41, 4.63, 0.17)
C (4.67, 3.30, -0.08)
C (3.67, 2.33, 0.00)
C (4.01, 0.91, -0.34)
C (2.38, 2.75, 0.35)
C (2.09, 4.10, 0.61)
C (0.70, 4.56, 0.96)
C (3.12, 5.02, 0.50)
C (1.30, 1.77, 0.48)
O (0.97, 0.93, -0.42)
O (0.58, 1.68, 1.54)
H (6.41, 5.25, -0.36)
H (5.77, 6.01, 1.10)
H (5.20, 6.53, -0.48)
H (5.67, 2.98, -0.34)
H (4.96, 0.63, 0.12)
H (4.12, 0.79, -1.42)
H (3.26, 0.19, -0.02)
H (-0.03, 4.27, 0.20)
H (0.67, 5.65, 1.05)
H (0.36, 4.14, 1.91)
H (2.90, 6.07, 0.67)



2.
C38H42N6O11PRuSTe | ωB97M-V/def2-TZVPD

- Kohn-Sham gap (alpha / beta) (hartree) = 0.1358 / 0.1831
- E_LUMO (alpha / beta) (hartree) = 0.1196 / 0.0487
- spin multiplicity = 6
- energy above the lowest of the compared OMol25 structures with the same formula, charge and spin (eV) = 0.0000
- total charge = -2
- ⟨S²⟩ = 8.821

Positions of all 101 atoms, in Å:
Ru (-0.11, -0.84, 1.02)
O (-1.33, 5.99, 1.11)
C (-0.31, 5.39, 1.48)
O (0.65, 5.77, 2.19)
C (-0.20, 3.92, 1.04)
C (1.03, 3.32, 0.83)
C (1.12, 1.96, 0.60)
N (0.03, 1.19, 0.58)
C (-1.18, 1.76, 0.70)
C (-1.33, 3.12, 0.90)
C (-2.34, 0.81, 0.60)
O (-3.48, 1.18, 0.48)
O (-2.00, -0.48, 0.64)
H (1.93, 3.92, 0.92)
H (2.06, 1.46, 0.45)
H (-2.32, 3.55, 0.99)
O (4.88, -4.70, -3.06)
N (3.69, -4.32, -3.10)
O (2.89, -4.78, -3.93)
C (3.26, -3.41, -2.13)
C (4.16, -3.08, -1.11)
C (3.77, -2.31, -0.02)
C (4.61, -1.94, 1.07)
C (4.10, -1.21, 2.11)
C (2.75, -0.84, 2.13)
N (1.95, -1.18, 1.12)
C (2.43, -1.87, 0.07)
C (1.52, -2.13, -1.01)
N (0.28, -1.61, -0.85)
C (-0.61, -1.71, -1.84)
C (-0.28, -2.36, -3.02)
C (0.96, -2.94, -3.18)
C (1.91, -2.86, -2.14)
H (5.16, -3.47, -1.17)
H (5.65, -2.23, 1.05)
H (4.72, -0.92, 2.95)
H (2.32, -0.28, 2.94)
H (-1.58, -1.27, -1.66)
H (-1.00, -2.38, -3.83)
H (1.23, -3.42, -4.11)
C (-3.56, 0.09, -3.51)
C (-3.13, 1.44, -4.07)
C (-1.67, 1.76, -3.77)
N (-0.80, 0.81, -4.44)
C (0.50, 0.63, -4.15)
S (1.15, 1.25, -2.71)
N (1.22, -0.13, -5.00)
C (0.83, -0.79, -6.23)
O (1.21, -1.97, -6.33)
C (0.09, -0.07, -7.21)
C (0.01, 1.36, -7.27)
C (-0.72, 1.98, -8.26)
C (-1.39, 1.25, -9.25)
C (-1.26, -0.14, -9.24)
C (-0.54, -0.79, -8.26)
H (-4.62, -0.09, -3.68)
H (-3.39, 0.05, -2.43)
H (-3.00, -0.73, -3.96)
H (-3.74, 2.23, -3.64)
H (-3.29, 1.46, -5.16)
H (-1.48, 1.71, -2.70)
H (-1.43, 2.78, -4.09)
H (-1.09, 0.51, -5.36)
H (2.08, -0.49, -4.61)
H (0.54, 1.96, -6.55)
H (-0.75, 3.07, -8.28)
H (-1.96, 1.76, -10.02)
H (-1.74, -0.73, -10.01)
H (-0.43, -1.87, -8.27)
Te (-0.64, -3.23, 1.80)
C (1.67, 2.16, 4.17)
C (0.81, 1.58, 5.28)
C (1.42, 1.84, 6.65)
C (-0.60, 2.15, 5.21)
O (0.83, 0.12, 5.16)
P (-0.11, -0.77, 4.24)
O (0.44, -2.15, 4.18)
O (-0.33, -0.05, 2.91)
O (-1.55, -0.74, 4.93)
C (-1.97, -1.54, 6.06)
C (-0.88, -1.64, 7.11)
C (-3.18, -0.81, 6.61)
C (-2.36, -2.92, 5.54)
H (1.75, 3.24, 4.28)
H (1.23, 1.95, 3.20)
H (2.68, 1.73, 4.21)
H (1.46, 2.92, 6.84)
H (2.43, 1.44, 6.69)
H (0.83, 1.37, 7.43)
H (-0.54, 3.24, 5.20)
H (-1.20, 1.83, 6.07)
H (-1.11, 1.85, 4.30)
H (-0.62, -0.66, 7.50)
H (0.02, -2.11, 6.71)
H (-1.24, -2.25, 7.94)
H (-2.89, 0.14, 7.06)
H (-3.69, -1.42, 7.36)
H (-3.89, -0.60, 5.80)
H (-1.47, -3.45, 5.19)
H (-3.06, -2.82, 4.71)
H (-2.83, -3.50, 6.33)



3.
C38H42N6Ru | ωB97M-V/def2-TZVPD

- Kohn-Sham gap (alpha / beta) (hartree) = 0.2312 / 0.2357
- E_LUMO (alpha / beta) (hartree) = -0.1245 / -0.1195
- spin multiplicity = 2
- energy above the lowest of the compared OMol25 structures with the same formula, charge and spin (eV) = 0.7106
- total charge = +1
- ⟨S²⟩ = 0.784

Positions of all 87 atoms, in Å:
Ru (-0.15, -0.35, -1.26)
C (-0.36, -3.33, -1.94)
N (-0.86, -2.60, -0.75)
C (-0.25, -3.15, 0.47)
C (-2.30, -2.65, -0.76)
C (-3.02, -3.74, -0.29)
C (-4.39, -3.81, -0.49)
C (-5.03, -2.79, -1.19)
C (-4.32, -1.70, -1.64)
C (-2.95, -1.58, -1.38)
N (-2.14, -0.52, -1.72)
C (-2.60, 0.77, -2.04)
C (-3.77, 1.35, -1.55)
C (-4.14, 2.63, -1.97)
C (-3.35, 3.34, -2.86)
C (-2.14, 2.80, -3.27)
C (-1.76, 1.54, -2.83)
N (-0.46, 0.96, -3.15)
C (-0.48, 0.24, -4.43)
C (0.65, 1.94, -3.11)
H (-0.67, -4.37, -1.89)
H (0.72, -3.28, -1.96)
H (-0.77, -2.88, -2.84)
H (-0.32, -4.24, 0.51)
H (-0.74, -2.73, 1.34)
H (0.81, -2.88, 0.48)
H (-2.51, -4.55, 0.21)
H (-4.94, -4.67, -0.13)
H (-6.09, -2.87, -1.40)
H (-4.81, -0.92, -2.21)
H (-4.35, 0.82, -0.82)
H (-5.06, 3.06, -1.59)
H (-3.67, 4.31, -3.22)
H (-1.49, 3.37, -3.92)
H (-0.65, 0.94, -5.25)
H (-1.29, -0.50, -4.42)
H (0.47, -0.27, -4.58)
H (0.62, 2.62, -3.97)
H (1.59, 1.40, -3.13)
H (0.58, 2.53, -2.20)
C (2.01, 2.84, 4.35)
C (2.72, 1.52, 4.46)
C (3.72, 1.31, 5.40)
C (4.39, 0.10, 5.49)
C (4.05, -0.94, 4.64)
C (3.04, -0.76, 3.71)
C (2.39, 0.46, 3.61)
N (1.34, 0.66, 2.66)
C (1.36, 0.35, 1.34)
N (2.54, -0.03, 0.83)
C (2.83, -0.51, -0.46)
C (1.84, -0.92, -1.34)
C (2.25, -1.42, -2.58)
C (3.58, -1.52, -2.92)
C (4.55, -1.10, -2.02)
C (4.20, -0.58, -0.79)
C (5.26, -0.09, 0.17)
N (0.29, 0.51, 0.60)
C (-0.98, 0.75, 1.23)
C (-1.54, -0.23, 2.06)
C (-2.80, -0.04, 2.62)
C (-3.49, 1.14, 2.37)
C (-2.91, 2.12, 1.59)
C (-1.65, 1.96, 1.01)
C (-1.06, 3.06, 0.18)
H (2.49, 3.59, 4.99)
H (0.96, 2.76, 4.67)
H (2.02, 3.22, 3.33)
H (3.98, 2.12, 6.07)
H (5.17, -0.03, 6.23)
H (4.55, -1.90, 4.71)
H (2.74, -1.59, 3.07)
H (0.51, 1.13, 2.98)
H (3.32, 0.06, 1.46)
H (1.50, -1.75, -3.29)
H (3.87, -1.92, -3.89)
H (5.60, -1.16, -2.28)
H (6.24, -0.13, -0.30)
H (5.31, -0.70, 1.08)
H (5.08, 0.94, 0.47)
H (-0.98, -1.13, 2.25)
H (-3.23, -0.82, 3.24)
H (-4.47, 1.29, 2.80)
H (-3.44, 3.06, 1.43)
H (-1.13, 4.01, 0.71)
H (-1.59, 3.17, -0.76)
H (-0.01, 2.87, -0.04)



4.
C38H43AsAuGeO2S2 | ωB97M-V/def2-TZVPD

- Kohn-Sham gap (hartree) = 0.1651
- E_LUMO (hartree) = 0.0418
- energy above the lowest of the compared OMol25 structures with the same formula, charge and spin (eV) = 3.6940
- total charge = -1

Positions of all 88 atoms, in Å:
Au (-1.27, -0.70, 0.01)
S (-2.62, 1.05, -0.62)
C (-1.98, 2.44, 0.25)
C (-2.42, 3.67, -0.29)
C (-2.25, 4.88, 0.35)
C (-1.63, 4.91, 1.59)
C (-1.12, 3.72, 2.10)
C (-1.20, 2.49, 1.43)
As (-0.39, 1.06, 2.59)
C (0.96, -0.21, 1.76)
C (0.67, -1.66, 1.77)
C (1.81, -2.54, 1.92)
C (3.08, -2.12, 1.62)
C (3.27, -0.77, 1.29)
C (2.24, 0.17, 1.41)
C (1.11, 2.21, 3.24)
C (1.83, 3.14, 2.49)
C (2.92, 3.80, 3.03)
C (3.32, 3.55, 4.34)
C (2.61, 2.63, 5.10)
C (1.51, 1.97, 4.55)
H (-2.96, 3.62, -1.22)
H (-2.62, 5.79, -0.10)
H (-1.52, 5.83, 2.15)
H (-0.64, 3.77, 3.07)
H (-0.22, -1.89, 2.37)
H (1.60, -3.56, 2.18)
H (3.92, -2.80, 1.63)
H (4.25, -0.44, 0.97)
H (2.49, 1.21, 1.24)
H (1.52, 3.36, 1.47)
H (3.47, 4.51, 2.42)
H (4.17, 4.06, 4.76)
H (2.90, 2.44, 6.13)
H (0.96, 1.25, 5.15)
C (-4.28, -1.94, 1.27)
C (-3.30, -1.98, 2.45)
C (-2.91, -3.45, 2.72)
C (-4.00, -1.42, 3.70)
O (-2.17, -1.24, 2.20)
H (-5.21, -2.48, 1.50)
H (-3.82, -2.39, 0.39)
H (-4.51, -0.90, 1.03)
H (-3.77, -4.11, 2.81)
H (-2.32, -3.52, 3.64)
H (-2.28, -3.80, 1.89)
H (-4.87, -2.02, 4.00)
H (-4.32, -0.40, 3.50)
H (-3.29, -1.40, 4.53)
C (1.19, -4.08, -1.95)
Ge (-0.02, -3.85, -0.42)
C (-1.82, -4.10, -1.12)
C (0.32, -5.34, 0.81)
C (0.31, -2.05, 0.21)
H (1.18, -5.12, -2.31)
H (2.22, -3.82, -1.67)
H (0.89, -3.43, -2.77)
H (-1.84, -4.96, -1.80)
H (-2.13, -3.20, -1.67)
H (-2.54, -4.26, -0.32)
H (0.02, -6.27, 0.33)
H (-0.26, -5.22, 1.73)
H (1.38, -5.41, 1.06)
H (1.17, -1.69, -0.36)
O (1.36, 1.96, -1.12)
S (1.22, 0.78, -2.02)
C (2.37, 1.12, -3.39)
C (2.67, 0.13, -4.32)
C (3.53, 0.43, -5.37)
C (4.08, 1.70, -5.48)
C (3.79, 2.67, -4.54)
C (2.93, 2.38, -3.48)
C (-0.21, 1.05, -3.07)
C (-0.66, 2.35, -3.26)
C (-1.76, 2.56, -4.08)
C (-2.40, 1.49, -4.68)
C (-1.95, 0.19, -4.47)
C (-0.85, -0.03, -3.65)
H (2.24, -0.86, -4.22)
H (3.77, -0.34, -6.10)
H (4.75, 1.92, -6.31)
H (4.23, 3.66, -4.62)
H (2.69, 3.12, -2.72)
H (-0.16, 3.16, -2.74)
H (-2.13, 3.57, -4.23)
H (-3.28, 1.66, -5.30)
H (-2.47, -0.65, -4.91)
H (-0.52, -1.04, -3.44)